1.
C27H38N7ORuS3Sb | ωB97M-V/def2-TZVPD

```
78
Properties=species:S:1:pos:R:3:forces:R:3
Ru 0.0546 0.3546 -0.1516 -0.367 0.292 -0.141
C 3.0234 2.1296 0.7764 -0.020 0.013 0.042
C 2.0428 1.3783 1.6322 0.028 -0.127 -0.079
N 1.8827 0.1081 1.4266 0.256 0.009 0.239
N 1.3461 -0.6065 2.5014 0.070 0.176 -0.040
C 0.5157 -1.5258 2.2212 -0.175 -0.183 0.015
S -0.2075 -1.8114 0.6343 0.099 -0.120 0.017
S -0.0429 -2.6453 3.4428 0.005 -0.002 -0.056
C 1.2010 -2.4118 4.7491 0.010 0.044 -0.012
C 2.5556 -2.9555 4.3870 0.003 0.003 -0.011
C 2.7675 -4.3303 4.3371 -0.002 -0.017 -0.041
C 4.0075 -4.8426 3.9903 -0.001 0.009 0.003
C 5.0563 -3.9819 3.6928 -0.012 0.014 0.002
C 4.8565 -2.6102 3.7510 0.006 -0.009 0.010
C 3.6119 -2.0995 4.0947 -0.002 -0.021 0.045
C 1.2664 2.0911 2.6436 0.035 0.036 0.028
C 1.8369 2.9261 3.6048 -0.019 -0.005 -0.023
C 1.0451 3.6048 4.5105 -0.024 -0.019 -0.028
C -0.3396 3.4661 4.4257 -0.010 0.012 0.021
C -0.9210 2.6758 3.4533 -0.026 0.042 0.068
C -0.1317 1.9687 2.5368 -0.032 0.227 -0.142
O -0.7283 1.2880 1.5694 0.077 -0.421 0.144
H 4.0324 1.9753 1.1672 -0.006 0.005 0.018
H 3.0024 1.7894 -0.2572 0.008 -0.024 -0.014
H 2.8144 3.1975 0.7934 0.005 0.000 -0.007
H 1.2391 -1.3525 4.9949 0.017 -0.005 0.001
H 0.7747 -2.9502 5.5963 0.011 0.011 0.024
H 1.9515 -5.0056 4.5691 0.000 0.002 -0.006
H 4.1588 -5.9137 3.9602 0.000 0.000 0.003
H 6.0278 -4.3804 3.4309 0.001 0.001 0.000
H 5.6758 -1.9344 3.5392 -0.005 -0.001 -0.003
H 3.4523 -1.0303 4.1424 0.001 0.012 -0.013
H 2.9162 3.0166 3.6543 0.001 -0.006 -0.008
H 1.4916 4.2284 5.2719 -0.004 0.001 0.004
H -0.9758 3.9936 5.1255 0.008 0.002 0.002
H -1.9988 2.5939 3.3805 0.002 -0.008 -0.006
C 4.3002 -2.6045 -2.6392 0.000 -0.004 -0.012
C 2.9514 -2.1791 -3.0754 -0.010 -0.034 -0.017
N 2.3546 -2.5151 -4.1722 -0.029 0.053 0.036
N 1.1356 -1.8902 -4.1108 0.025 -0.044 -0.039
C 0.9676 -1.1747 -3.0022 -0.018 0.018 0.107
S -0.3691 -0.2673 -2.4958 0.189 0.057 -0.060
N 2.1332 -1.3448 -2.3343 -0.111 0.068 0.001
N 2.3266 -0.7367 -1.1081 0.046 -0.064 0.081
H 4.7166 -3.2693 -3.3907 0.001 0.002 0.002
H 4.2481 -3.1311 -1.6857 -0.003 0.002 0.003
H 4.9620 -1.7456 -2.5213 0.000 0.001 0.000
H 0.4689 -2.0174 -4.8535 -0.004 -0.001 0.003
H 3.1680 -0.1739 -1.0927 0.046 -0.043 -0.069
H 2.3254 -1.4053 -0.3427 -0.034 0.006 -0.002
C 1.4924 5.5179 -1.2961 -0.011 -0.002 0.006
C 0.1931 4.9884 -0.6748 0.077 -0.087 0.128
C 0.0729 5.4202 0.7953 -0.013 0.006 -0.005
C -1.0231 5.4511 -1.4835 -0.021 -0.008 -0.010
C 0.2400 3.5143 -0.6900 0.030 0.095 -0.208
N 0.2810 2.3701 -0.7021 -0.084 0.031 -0.043
H 1.4611 6.6074 -1.2897 0.005 0.001 -0.001
H 1.6046 5.1820 -2.3269 -0.002 0.002 0.001
H 2.3639 5.1982 -0.7247 -0.001 -0.003 0.001
H 0.0848 6.5094 0.8430 0.000 0.000 0.000
H 0.8989 5.0337 1.3945 -0.005 0.009 0.003
H -0.8586 5.0629 1.2352 0.010 -0.007 0.005
H -1.0531 6.5406 -1.4726 -0.005 0.001 0.000
H -1.9509 5.0791 -1.0484 0.005 -0.003 -0.003
H -0.9602 5.1189 -2.5198 -0.001 0.003 0.001
C -3.2784 2.2405 -0.2492 0.025 0.019 0.005
Sb -2.4899 0.2949 -0.0184 -0.004 -0.053 0.016
C -3.5769 -0.8497 -1.4298 -0.006 0.018 -0.025
C -3.2589 -0.4322 1.7949 0.001 0.058 0.037
H -4.3596 2.2229 -0.1230 -0.001 0.002 0.001
H -3.0312 2.6070 -1.2445 -0.016 0.014 0.007
H -2.8231 2.8766 0.5077 0.001 0.000 -0.006
H -4.6354 -0.7537 -1.1900 -0.003 -0.022 -0.014
H -3.2749 -1.8921 -1.3486 0.007 0.001 -0.005
H -3.3951 -0.4974 -2.4422 -0.004 -0.003 0.002
H -4.3469 -0.4074 1.7458 0.003 -0.001 0.014
H -2.8920 0.1944 2.6029 -0.005 -0.014 0.000
H -2.9075 -1.4510 1.9336 -0.016 -0.021 0.005
```
Positions in Å, forces in eV/Å.

Computed properties:
E_tot	-3039.651971	hartree
total charge	+1
frontier orbital gap (alpha / beta)	0.2724 / 0.2529	hartree
multiplicity	2

2.
C6H6BiCl2N2O3Y | ωB97M-V/def2-TZVPD

```
21
Properties=species:S:1:pos:R:3:forces:R:3
Y -0.8326 -0.2382 -4.0776 -2.502 -0.017 -0.865
Bi 0.4364 -0.0953 -1.3436 -0.589 -2.631 1.036
Cl -1.4859 -2.1748 -2.4367 1.069 1.768 -0.363
Cl -1.2508 2.0832 -2.9755 0.780 -1.615 0.368
C 1.2765 1.8659 -0.5447 3.064 5.877 2.417
C 0.1501 -2.0870 -5.4923 1.894 -5.692 -3.948
C 0.2447 1.0447 -5.9909 2.223 4.142 -5.681
O 1.8633 2.7668 -0.1388 -2.488 -3.806 -1.729
O 0.4552 -3.0109 -6.1321 -1.621 5.104 3.517
O 0.6008 1.7006 -6.8884 -1.974 -3.770 5.142
C 0.0661 1.1649 3.4656 -0.255 0.504 0.406
N -0.2335 -0.2121 2.9935 0.517 -0.025 0.656
C -0.1479 -1.3522 3.9330 -0.031 -0.213 0.639
C -0.4556 -0.4318 1.7488 0.179 0.185 1.596
N -0.7038 -0.6445 0.6348 -0.053 0.663 -2.435
H 0.2395 1.1093 4.5513 -0.073 0.065 -0.484
H -0.7939 1.8246 3.2522 0.173 -0.230 0.071
H 0.9599 1.5649 2.9567 -0.198 -0.289 0.113
H -1.1079 -1.8910 3.9356 0.103 0.052 -0.043
H 0.6503 -2.0443 3.6207 -0.118 0.116 -0.061
H 0.0690 -0.9427 4.9284 -0.101 -0.190 -0.354
```
Positions in Å, forces in eV/Å.

Computed properties:
E_tot	-1738.976110	hartree
total charge	+4
frontier orbital gap (alpha / beta)	0.1802 / 0.2629	hartree

What is the total charge in the second record? +4

E_tot of number 1 (C27H38N7ORuS3Sb)? -3039.651971 hartree

Repeat the second record exactly.
C6H6BiCl2N2O3Y | ωB97M-V/def2-TZVPD

```
21
Properties=species:S:1:pos:R:3:forces:R:3
Y -0.8326 -0.2382 -4.0776 -2.502 -0.017 -0.865
Bi 0.4364 -0.0953 -1.3436 -0.589 -2.631 1.036
Cl -1.4859 -2.1748 -2.4367 1.069 1.768 -0.363
Cl -1.2508 2.0832 -2.9755 0.780 -1.615 0.368
C 1.2765 1.8659 -0.5447 3.064 5.877 2.417
C 0.1501 -2.0870 -5.4923 1.894 -5.692 -3.948
C 0.2447 1.0447 -5.9909 2.223 4.142 -5.681
O 1.8633 2.7668 -0.1388 -2.488 -3.806 -1.729
O 0.4552 -3.0109 -6.1321 -1.621 5.104 3.517
O 0.6008 1.7006 -6.8884 -1.974 -3.770 5.142
C 0.0661 1.1649 3.4656 -0.255 0.504 0.406
N -0.2335 -0.2121 2.9935 0.517 -0.025 0.656
C -0.1479 -1.3522 3.9330 -0.031 -0.213 0.639
C -0.4556 -0.4318 1.7488 0.179 0.185 1.596
N -0.7038 -0.6445 0.6348 -0.053 0.663 -2.435
H 0.2395 1.1093 4.5513 -0.073 0.065 -0.484
H -0.7939 1.8246 3.2522 0.173 -0.230 0.071
H 0.9599 1.5649 2.9567 -0.198 -0.289 0.113
H -1.1079 -1.8910 3.9356 0.103 0.052 -0.043
H 0.6503 -2.0443 3.6207 -0.118 0.116 -0.061
H 0.0690 -0.9427 4.9284 -0.101 -0.190 -0.354
```
Positions in Å, forces in eV/Å.

Computed properties:
E_tot	-1738.976110	hartree
total charge	+4
frontier orbital gap (alpha / beta)	0.1802 / 0.2629	hartree

What is the formula in the first record? C27H38N7ORuS3Sb